No. 1
The following is a quantum chemistry calculation of 7 unconnected molecules or ions with the total composition C26H48O13, from OMol25.

Atoms and positions in Å:
C1 -2.65884 -0.42496 5.37603
H1 3.04627 -9.68204 -0.86850
H2 1.33835 -9.44692 -1.27647
C2 0.77396 6.00857 -5.14286
H3 -6.36278 -3.83213 4.74408
H4 -0.57204 10.96483 -6.06058
H5 2.57088 -8.38006 -1.98057
C3 0.31388 -4.55520 -0.48882
O1 -1.61969 -3.84452 -1.74561
C4 -1.02202 0.33822 -1.58847
O2 2.62565 3.05828 -0.55826
H6 2.10904 5.74617 -2.64014
H7 0.47895 5.07406 -2.46391
O3 -0.58150 -0.74902 -1.29859
H8 4.19279 0.28082 2.12895
H9 2.42517 -3.68581 0.72927
H10 2.57935 1.67039 -2.45442
H11 0.97631 10.31268 -8.13131
H12 -4.76890 -4.61168 4.65921
C5 -0.57428 -4.42823 -1.70301
H13 1.88034 3.99845 -2.52543
H14 -7.49794 -3.68188 7.14521
H15 -6.58774 -4.37141 8.50713
C6 -1.80073 0.06860 4.24222
C7 -6.50360 -3.82312 7.57167
H16 -2.13621 0.99078 6.89917
C8 4.18130 1.44705 0.31178
H17 4.86645 0.75890 -0.17989
H18 0.75476 11.91013 -5.36573
H19 -1.72824 1.15705 4.27228
H20 -1.76618 1.12802 -3.43628
H21 -2.81729 1.34890 -0.99554
C9 1.81437 10.28266 -7.43333
H22 2.30349 11.25789 -7.43681
O4 -0.13965 -5.14152 -2.79973
C10 1.76371 -2.82111 0.65375
O5 -3.67080 -1.06108 5.18381
H23 -0.26508 -2.49540 -0.02058
H24 -1.20286 -0.51359 6.94649
O6 2.32623 -6.79738 -0.05049
H25 0.77014 -9.08733 1.30302
H26 -0.06577 -5.40721 0.07721
C11 -2.19374 -0.09145 6.77338
O7 1.27706 -0.17913 2.82362
H27 0.04685 10.56712 -4.44317
C12 3.19285 1.99580 -0.68814
H28 1.39500 6.88681 -4.96951
H29 2.52325 9.52391 -7.75528
O8 -5.13900 -5.65532 6.91534
C13 0.33914 -3.29749 0.39306
O9 1.82098 -2.14066 1.92620
C14 1.82479 -0.80516 1.95560
H30 4.72151 2.29581 0.72947
H31 2.47702 -9.32113 1.71360
C15 -1.81894 1.15399 -0.60035
H32 -0.22291 0.26133 -3.56680
C16 -0.80673 0.94272 -2.95173
C17 3.46290 0.76166 1.47234
C18 0.32177 10.91129 -5.43714
O10 1.70521 8.97842 -5.44957
C19 1.32005 9.95754 -6.04562
H33 1.31309 -4.84272 -0.81129
H34 -0.09707 -3.54609 1.36305
H35 -4.92633 -2.99541 5.37545
H36 -0.28102 1.89369 -2.86821
H37 1.66223 -7.80340 2.14705
O11 2.56902 -0.23508 0.97482
H38 -0.79540 -0.34819 4.31692
C20 1.45962 4.91437 -2.91682
H39 -1.90326 0.61020 0.33769
O12 1.69490 3.81651 -5.00066
C21 1.34027 4.81894 -4.41649
H40 0.79295 -4.95233 -2.95734
H41 2.13227 -2.19634 -0.15701
H42 -0.23811 6.21402 -4.78878
C22 -5.63154 -4.59444 6.60796
H43 -2.23900 -0.23613 3.29464
C23 2.28332 -8.93436 -1.09065
H44 -1.32110 2.10887 -0.41986
H45 -2.89173 -0.50148 7.49969
H46 2.93482 1.50973 2.06534
C24 2.13622 -7.98614 0.07257
O13 3.00436 1.17385 -1.73613
H47 0.74570 5.80034 -6.21058
C25 -5.40887 -3.96669 5.25708
C26 1.73513 -8.58675 1.39649
H48 -6.06679 -2.84187 7.76383

Summary:
E_HOMO ... -9.1 eV
ΔE to the lowest compared entry with this formula, charge and spin ... 0.0 kJ/mol
Structure (SMILES) ... O=C(O)CCCOC(=O)OCCC(=O)O.CC(C)=O.CC(C)=O.CC(C)=O.CC(C)=O.CC(C)=O.CC(C)=O
Charge ... 0
Electronic energy ... -1997.6308 hartree
HOMO-LUMO gap ... 0.35616 hartree

In the Mulliken picture, each atom carries the following charge in e: atom 1 (C): 0.74, atom 2 (H): 0.36, atom 3 (H): 0.34, atom 4 (C): -1.00, atom 5 (H): 0.32, atom 6 (H): 0.33, atom 7 (H): 0.30, atom 8 (C): -0.47, atom 9 (O): -0.53, atom 10 (C): 0.82, atom 11 (O): -0.59, atom 12 (H): 0.43, atom 13 (H): 0.34, atom 14 (O): -0.51, atom 15 (H): 0.34, atom 16 (H): 0.39, atom 17 (H): 0.31, atom 18 (H): 0.33, atom 19 (H): 0.27, atom 20 (C): 0.49, atom 21 (H): -0.22, atom 22 (H): 0.31, atom 23 (H): 0.30, atom 24 (C): -0.82, atom 25 (C): -1.03, atom 26 (H): 0.33, atom 27 (C): -0.62, atom 28 (H): 0.32, atom 29 (H): 0.34, atom 30 (H): 0.36, atom 31 (H): 0.42, atom 32 (H): 0.39, atom 33 (C): -1.12, atom 34 (H): 0.34, atom 35 (O): -0.52, atom 36 (C): -0.48, atom 37 (O): -0.58, atom 38 (H): 0.15, atom 39 (H): 0.32, atom 40 (O): -0.51, atom 41 (H): 0.33, atom 42 (H): 0.21, atom 43 (C): -1.13, atom 44 (O): -0.58, atom 45 (H): 0.29, atom 46 (C): 0.73, atom 47 (H): 0.26, atom 48 (H): 0.29, atom 49 (O): -0.56, atom 50 (C): -0.28, atom 51 (O): -0.36, atom 52 (C): 0.62, atom 53 (H): 0.35, atom 54 (H): 0.38, atom 55 (C): -0.90, atom 56 (H): 0.27, atom 57 (C): -1.06, atom 58 (C): -0.56, atom 59 (C): -1.12, atom 60 (O): -0.54, atom 61 (C): 0.82, atom 62 (H): 0.44, atom 63 (H): 0.35, atom 64 (H): 0.06, atom 65 (H): 0.10, atom 66 (H): 0.30, atom 67 (O): -0.19, atom 68 (H): 0.24, atom 69 (C): -0.65, atom 70 (H): 0.07, atom 71 (O): -0.59, atom 72 (C): 0.82, atom 73 (H): 0.34, atom 74 (H): 0.31, atom 75 (H): 0.33, atom 76 (C): 0.82, atom 77 (H): 0.21, atom 78 (C): -1.18, atom 79 (H): 0.33, atom 80 (H): 0.28, atom 81 (H): 0.32, atom 82 (C): 0.88, atom 83 (O): -0.44, atom 84 (H): 0.32, atom 85 (C): -0.72, atom 86 (C): -1.18, atom 87 (H): 0.27

***

No. 2
The following is a quantum chemistry calculation of 14 unconnected molecules or ions with the total composition C26H49BCl27O3P2 at a distorted geometry, from OMol25.

Atoms and positions in Å:
B1 -3.75477 0.91591 2.71871
C1 6.02387 -4.16978 6.80326
H1 -1.64022 1.93019 -1.14295
Cl1 -6.76647 -1.81253 5.48380
H2 -1.85538 4.99104 -5.18190
Cl2 8.85396 8.67591 -5.20936
C2 -0.27619 3.49075 -0.34183
Cl3 3.50897 -6.21257 7.01923
Cl4 7.48164 -6.86480 1.12043
C3 -6.79458 -1.66983 -1.94428
H3 1.02221 -8.43882 0.29140
C4 1.09941 -7.40868 -0.05296
Cl5 -5.41602 -2.08695 -2.97025
Cl6 7.00074 7.65265 -3.20209
Cl7 -1.87581 2.85973 -4.17000
Cl8 4.26963 -9.45009 3.11317
H4 2.41158 6.65765 -8.11354
Cl9 5.02572 -7.31865 9.25660
H5 2.30605 -2.75619 -1.35811
H6 -10.56777 -1.77029 1.19359
H7 3.46684 -5.54990 9.28474
Cl10 7.11299 -4.68865 8.09364
H8 5.01027 -4.12783 7.19191
Cl11 4.04499 7.28103 -6.53110
H9 -0.99202 0.36254 1.17987
Cl12 -8.32543 -0.69435 3.28576
Cl13 2.80387 2.61814 -7.17357
Cl14 -9.09694 -0.27544 0.11122
H10 1.16360 -1.18577 0.82892
C5 -2.35368 -0.64941 -0.42050
H11 7.54657 7.60304 -0.49058
C6 1.38941 -3.42257 -1.18646
H12 7.02897 9.78456 -4.21029
C7 0.39629 3.83299 -1.75340
H13 0.36395 2.64697 0.12642
H14 -5.86546 0.55218 3.59753
H15 1.44073 5.74469 -1.13868
H16 -0.24694 4.35011 0.41844
C8 -1.66771 3.97511 -5.52661
H17 5.16172 -6.55876 0.83257
H18 3.04699 0.80514 -8.66159
Cl15 -7.40393 -0.05524 -2.32592
Cl16 -0.02860 3.88363 -6.17873
C9 -8.25252 -0.96955 5.03200
H19 9.20328 7.04865 -0.13757
H20 -3.81955 0.72564 -1.36463
H21 1.35241 1.04685 -8.16588
Cl17 1.14793 7.56044 -6.33916
C10 8.20927 7.20648 0.27804
H22 -9.10751 -1.57405 5.33056
C11 0.21549 -1.35728 0.20110
H23 0.76261 2.88071 -2.27180
H24 2.76415 -7.65916 3.40356
P1 -5.30037 2.98357 0.38220
Cl18 8.31788 8.37416 1.60052
H25 -5.17182 2.32790 3.81246
H26 1.17010 -3.91412 -2.20525
Cl19 6.47059 -2.57108 6.19274
P2 -3.62145 1.63193 0.93401
C12 -1.06122 -0.46022 0.39904
C13 -3.68272 0.22877 -0.32635
H27 -6.47873 -1.69304 -0.90181
H28 -2.76877 -0.85320 2.80040
H29 6.07642 -4.88750 5.98646
C14 -1.16526 -2.72801 -1.69339
C15 0.12679 -2.47290 -0.87443
H30 5.76324 -5.77684 2.31794
H31 -1.18083 -3.55989 -2.47338
Cl20 2.66189 -6.75000 0.44681
O1 -2.20281 2.56916 0.88398
C16 7.21473 8.76911 -4.55658
C17 -1.76268 2.84946 -0.47821
H32 2.52471 4.63050 -2.24706
H33 1.03432 -7.37731 -1.13950
C18 2.48049 6.62541 -7.02731
Cl21 -4.58017 4.97878 0.19198
C19 5.96732 -5.96493 1.26197
H34 6.50588 8.51165 -5.34191
H35 -4.63010 -0.41404 -0.17949
H36 -8.28359 -0.00844 5.54306
C20 2.38660 1.02865 -7.82522
H37 -7.58944 -2.39505 -2.10405
Cl22 4.85957 -6.71300 3.93070
C21 -10.33810 -1.53629 0.15498
H38 2.40397 5.59514 -6.68318
C22 3.53736 -6.50383 8.76376
H39 2.17362 4.22397 -0.43024
Cl23 -9.78886 -3.00765 -0.65558
H40 3.40298 -8.26035 4.95530
H41 -4.59329 0.93477 4.85900
Cl24 6.05965 -4.41845 0.40690
H42 -6.98806 2.23974 1.70498
H43 -3.34498 -2.02052 -2.08303
C23 -2.39281 -1.82506 -1.46446
O2 -6.45113 3.06204 1.63879
Cl25 -0.23464 -6.47333 0.63228
C24 1.75372 4.67668 -1.40706
Cl26 2.56525 -0.23171 -6.59945
Cl27 7.57039 5.65800 0.84401
H44 -2.37669 3.71511 -6.31104
H45 -11.23185 -1.16897 -0.34688
C25 3.65395 -8.00759 3.92611
H46 1.58314 -4.20033 -0.36199
H47 -2.42910 3.59561 -1.04106
H48 -0.23304 4.50249 -2.42866
H49 2.68785 -7.13175 9.02753
C26 -4.93164 1.20408 3.78715
O3 -2.66690 0.05311 3.16881

Summary:
E_HOMO ... -11.1 eV
ΔE to the lowest compared entry with this formula, charge and spin ... 646.6 kJ/mol
Charge ... +1
Electronic energy ... -14378.1179 hartree
HOMO-LUMO gap ... 0.24917 hartree

Results of the Mulliken charge analysis, in e, for atoms 1 through 99: atom 1 (B): 0.29, atom 2 (C): 0.17, atom 3 (H): 0.02, atom 4 (Cl): -0.14, atom 5 (H): 0.27, atom 6 (Cl): -0.15, atom 7 (C): -0.91, atom 8 (Cl): -0.13, atom 9 (Cl): -0.16, atom 10 (C): -0.15, atom 11 (H): 0.34, atom 12 (C): -0.45, atom 13 (Cl): -0.20, atom 14 (Cl): -0.12, atom 15 (Cl): -0.06, atom 16 (Cl): -0.14, atom 17 (H): 0.31, atom 18 (Cl): -0.12, atom 19 (H): 0.34, atom 20 (H): 0.25, atom 21 (H): 0.29, atom 22 (Cl): -0.14, atom 23 (H): 0.12, atom 24 (Cl): -0.12, atom 25 (H): 0.39, atom 26 (Cl): -0.08, atom 27 (Cl): -0.10, atom 28 (Cl): -0.09, atom 29 (H): 0.34, atom 30 (C): 0.11, atom 31 (H): 0.00, atom 32 (C): -1.02, atom 33 (H): 0.27, atom 34 (C): -0.04, atom 35 (H): 0.25, atom 36 (H): -0.17, atom 37 (H): 0.30, atom 38 (H): 0.34, atom 39 (C): -0.55, atom 40 (H): -0.07, atom 41 (H): 0.30, atom 42 (Cl): -0.15, atom 43 (Cl): -0.03, atom 44 (C): -0.40, atom 45 (H): 0.28, atom 46 (H): 0.49, atom 47 (H): 0.24, atom 48 (Cl): -0.16, atom 49 (C): 0.03, atom 50 (H): 0.33, atom 51 (C): -0.96, atom 52 (H): 0.30, atom 53 (H): 0.24, atom 54 (P): 0.43, atom 55 (Cl): -0.16, atom 56 (H): 0.36, atom 57 (H): 0.31, atom 58 (Cl): -0.18, atom 59 (P): 0.61, atom 60 (C): 0.15, atom 61 (C): -0.10, atom 62 (H): 0.23, atom 63 (H): 0.35, atom 64 (H): 0.01, atom 65 (C): -0.81, atom 66 (C): 0.88, atom 67 (H): -0.04, atom 68 (H): 0.27, atom 69 (Cl): -0.11, atom 70 (O): -0.35, atom 71 (C): 0.03, atom 72 (C): -0.16, atom 73 (H): 0.32, atom 74 (H): 0.33, atom 75 (C): 0.05, atom 76 (Cl): -0.21, atom 77 (C): 0.50, atom 78 (H): -0.01, atom 79 (H): 0.24, atom 80 (H): 0.30, atom 81 (C): -0.30, atom 82 (H): 0.27, atom 83 (Cl): -0.14, atom 84 (C): -0.31, atom 85 (H): -0.11, atom 86 (C): -0.35, atom 87 (H): 0.28, atom 88 (Cl): -0.15, atom 89 (H): 0.32, atom 90 (H): 0.29, atom 91 (Cl): -0.18, atom 92 (H): 0.34, atom 93 (H): -0.40, atom 94 (C): -0.07, atom 95 (O): -0.49, atom 96 (Cl): -0.14, atom 97 (C): -1.12, atom 98 (Cl): -0.14, atom 99 (Cl): -0.16